Entry 1:
{
  "formula": "CH6S3",
  "method": "wB97M-V/def2-TZVPD",
  "elements": ["S", "H", "H", "C", "S", "S", "H", "H", "H", "H"],
  "xyz": [[0.862898, -2.947482, 0.728543], [-0.401226, -2.619767, 1.011549], [0.932302, -2.111601, -0.331200], [0.797743, 1.156364, -0.353664], [-0.619295, 2.184585, 0.196542], [-2.249511, 1.071346, -0.461143], [0.819879, 0.294299, 0.297217], [1.670563, 1.788007, -0.251270], [0.640589, 0.957002, -1.408209], [-2.453938, 0.227247, 0.571631]],
  "atomic_forces_ev_per_a": [[0.1643, 0.1424, -0.2130], [-0.0648, 0.0664, -0.0642], [-0.1132, -0.2125, 0.2574], [-0.9805, 0.7079, 0.0532], [-0.2943, -0.4104, -0.1298], [0.3689, 0.2236, 0.0412], [0.3404, -0.2973, -0.1926], [0.2682, 0.0038, 0.1944], [0.1165, -0.4033, 0.0142], [0.1945, 0.1794, 0.0393]],
  "largest_force_ev_per_a": 1.211,
  "smiles": "CSS.S",
  "gap_ev": 9.71,
  "e_homo_ev": -9.28,
  "e_tot_ha": -1236.240265,
  "relative_energy_kcal_mol": 1.9
}

Entry 2:
{
  "formula": "CH6S3",
  "method": "wB97M-V/def2-TZVPD",
  "elements": ["S", "S", "H", "H", "C", "S", "H", "H", "H", "H"],
  "xyz": [[1.328867, -0.358280, -3.787833], [-0.185424, 0.912724, -3.504409], [2.032259, -0.265193, -2.633879], [0.327692, 2.271394, -3.330512], [-0.501635, -0.319625, 2.684368], [-1.461916, -0.383393, 1.129529], [0.507913, -0.155865, 2.401486], [-0.941665, 0.465677, 3.301282], [-0.543982, -1.238900, 3.348515], [-0.562105, -0.928543, 0.391452]],
  "atomic_forces_ev_per_a": [[1.3151, -0.1589, -0.2639], [-0.6896, 2.3838, 0.8712], [-0.3936, -0.0758, -0.0299], [-0.2340, -2.1576, -0.5635], [-1.0537, -1.3171, 0.8680], [-1.2472, 0.5669, 1.2636], [0.8680, 0.5095, 0.1725], [0.3714, 0.2174, -0.2944], [-0.1016, 0.7582, -1.1700], [1.1652, -0.7264, -0.8536]],
  "largest_force_ev_per_a": 2.630,
  "smiles": "CS.SS",
  "gap_ev": 9.41,
  "e_homo_ev": -9.02,
  "e_tot_ha": -1236.216953,
  "relative_energy_kcal_mol": 16.6
}

Entry 3:
{
  "formula": "CH6S3Si",
  "method": "wB97M-V/def2-TZVPD",
  "elements": ["C", "Si", "S", "S", "S", "H", "H", "H", "H", "H", "H"],
  "xyz": [[0.280241, -0.837580, 1.216720], [-0.118463, 0.208781, -0.269896], [-0.904087, -1.075086, -1.841677], [1.835640, 1.244852, -0.771364], [-1.530019, 1.726867, 0.272115], [0.540036, -0.370082, 2.253932], [-0.667121, -1.362627, 1.630367], [1.107576, -1.476125, 1.094867], [-0.674685, -0.669364, -3.035080], [2.008738, 0.991255, 0.485905], [-1.877856, 1.619110, -1.035889]],
  "atomic_forces_ev_per_a": [[-2.2160, 0.4790, 3.3113], [1.4143, 1.0151, -0.3097], [-0.5893, -1.1740, 2.3331], [-1.5531, -0.6837, -1.0989], [-0.0539, -0.5138, -0.7192], [-0.2724, 0.3461, -2.0847], [1.4255, 0.1913, -1.2855], [0.6983, -1.2876, -0.5828], [0.7498, 1.2441, -1.3452], [0.6429, -0.0150, 1.3817], [-0.2461, 0.3986, 0.3998]],
  "largest_force_ev_per_a": 4.013,
  "smiles": "C[Si](S)(S)S",
  "gap_ev": 9.60,
  "e_homo_ev": -9.23,
  "e_tot_ha": -1525.811292,
  "relative_energy_kcal_mol": 0.0
}

Entry 4:
{
  "formula": "CH6S4",
  "method": "wB97M-V/def2-TZVPD",
  "elements": ["S", "S", "H", "H", "C", "S", "S", "H", "H", "H", "H"],
  "xyz": [[-4.831854, 1.685442, 2.432023], [-2.988113, 2.562563, 2.732691], [-4.437278, 0.942533, 1.384850], [-2.899428, 2.667604, 4.093054], [1.429120, -1.772403, -1.531416], [2.773948, -1.035614, -2.489495], [4.049761, -0.137840, -1.283588], [1.747951, -2.328899, -0.626149], [0.797918, -2.557756, -1.940886], [0.792154, -1.052233, -1.013085], [3.565826, 1.026603, -1.757996]],
  "atomic_forces_ev_per_a": [[-0.3999, -0.0040, 0.1334], [0.6930, 0.5902, 0.2157], [0.1325, -0.0870, 0.2354], [-0.4250, -0.5000, -0.5857], [-0.2427, -0.2896, 2.8804], [-1.4576, -2.1629, -1.8756], [0.2757, 1.0825, 0.6964], [0.8516, 0.2177, -0.4939], [0.2099, 0.4038, -1.2274], [-0.1836, 0.4355, -0.7080], [0.5462, 0.3138, 0.7295]],
  "largest_force_ev_per_a": 3.213,
  "smiles": "CSS.SS",
  "gap_ev": 9.03,
  "e_homo_ev": -8.76,
  "e_tot_ha": -1634.398403,
  "relative_energy_kcal_mol": 22.4
}

Entry 5:
{
  "formula": "CH7BNO",
  "method": "wB97M-V/def2-TZVPD",
  "elements": ["B", "C", "N", "O", "H", "H", "H", "H", "H", "H", "H"],
  "xyz": [[-0.664061, -0.606131, 1.060997], [0.503373, 0.271093, 0.459461], [0.319881, 0.515688, -1.070984], [-1.540183, -0.951499, 0.124564], [-0.610252, -0.792310, 2.234074], [0.742791, 1.231736, 1.126965], [1.551116, -0.354524, 0.424841], [1.052118, -0.115389, -1.551553], [-0.677573, 0.022673, -1.180677], [0.338374, 1.432492, -1.574188], [-2.278650, -1.495974, 0.430935]],
  "atomic_forces_ev_per_a": [[1.3492, 0.9735, 0.4555], [4.0646, 0.8891, 0.5908], [-1.1535, -2.4003, -0.7543], [-1.0539, -0.7056, -0.0669], [-0.4334, -0.3702, -0.1872], [-0.5864, -1.8891, -1.9264], [-2.5600, 1.4773, 0.7900], [-1.6864, 1.3599, 0.6610], [2.2129, 1.2484, -0.4858], [-0.0576, -0.6196, 1.1669], [-0.0954, 0.0366, -0.2436]],
  "largest_force_ev_per_a": 4.202,
  "charge": 1,
  "smiles": "[NH3+]CBO",
  "gap_ev": 12.69,
  "e_homo_ev": -16.55,
  "e_tot_ha": -196.905494,
  "relative_energy_kcal_mol": 11.2
}

Entry 6:
{
  "formula": "CH7ClN2Si2",
  "method": "wB97M-V/def2-TZVPD",
  "elements": ["C", "N", "N", "Si", "Si", "Cl", "H", "H", "H", "H", "H", "H", "H"],
  "xyz": [[-0.426698, -1.763300, -0.373865], [-0.212667, 1.371792, 0.528629], [1.977592, 0.188198, 0.487537], [1.559344, 1.572780, -0.214240], [-0.288110, -0.290590, 0.825131], [3.270320, -0.782332, 0.266154], [0.441468, -1.673847, -1.116423], [-0.180129, -2.687822, 0.148794], [-1.378123, -2.108624, -0.908653], [-0.663401, 2.132598, 0.034074], [1.459400, 1.742967, -1.607473], [2.164851, 2.744272, 0.319851], [-0.472970, -0.860713, 2.143166]],
  "atomic_forces_ev_per_a": [[0.0387, -0.3146, -1.5067], [1.6231, 0.8813, -1.4393], [-2.6694, -2.6706, 1.8304], [-2.6179, 0.6585, 1.5960], [3.4644, 0.1115, -1.7885], [1.4442, -1.0920, -0.3017], [-1.4031, 0.1087, 0.7011], [0.2020, 0.1529, 0.6390], [1.1328, 1.1731, 0.5504], [-1.1959, -0.6009, 0.4705], [-0.1772, 0.0810, -1.6573], [0.4186, 1.1504, 0.3299], [-0.2601, 0.3609, 0.5760]],
  "largest_force_ev_per_a": 4.196,
  "gap_ev": 8.13,
  "e_homo_ev": -8.21,
  "e_tot_ha": -1190.935466,
  "relative_energy_kcal_mol": 33.4
}

Entry 7:
{
  "formula": "CH7F2N3P2",
  "method": "wB97M-V/def2-TZVPD",
  "elements": ["C", "N", "N", "N", "F", "F", "P", "P", "H", "H", "H", "H", "H", "H", "H"],
  "xyz": [[1.571586, -0.500027, 1.748509], [-0.921578, -1.173086, -0.494262], [-0.694115, 1.427014, -1.091853], [1.027832, 0.330858, 0.709955], [-3.363758, -1.076032, -0.629415], [1.775881, 2.178499, -0.749183], [-2.129412, -1.433072, -1.596932], [-0.149647, 0.156071, -0.273782], [0.921455, -0.301797, 2.643133], [1.273133, -1.586706, 1.772961], [2.639436, -0.380857, 1.757320], [-1.493269, 1.273359, -1.643836], [-0.268214, 2.361412, -0.829282], [2.017008, 1.587448, -0.040774], [-2.206336, -2.863085, -1.282559]],
  "atomic_forces_ev_per_a": [[-2.7533, -1.6749, 1.0171], [1.2019, 0.8945, 0.1479], [2.1856, 1.7066, 1.8530], [-0.8178, 0.5899, -1.4183], [-0.7929, 0.2902, -0.0670], [1.0052, 0.7994, -0.2287], [-0.1876, -1.4154, 0.6114], [0.3460, -2.0332, 1.0802], [1.6328, 0.7914, 0.0340], [0.7289, 0.5506, -1.2288], [0.2345, 0.0725, 0.7640], [-0.9775, 0.3297, -0.7472], [-1.0165, -1.5491, -1.0292], [-0.7620, -0.0424, -0.1366], [-0.0273, 0.6902, -0.6518]],
  "largest_force_ev_per_a": 3.379,
  "gap_ev": 9.45,
  "e_homo_ev": -8.98,
  "e_tot_ha": -1089.014204,
  "relative_energy_kcal_mol": 45.0
}

Entry 8:
{
  "formula": "CH7FN3P",
  "method": "wB97M-V/def2-TZVPD",
  "elements": ["C", "N", "N", "N", "F", "P", "H", "H", "H", "H", "H", "H", "H"],
  "xyz": [[-1.609488, -0.132131, 0.083486], [1.825381, -2.441749, 1.063434], [1.060885, 1.536588, -0.651888], [-0.277424, -0.491038, 0.513614], [0.803815, 1.446813, 1.732013], [1.146107, 0.373874, 0.591973], [-2.016480, -0.644365, -0.719477], [-2.181602, -0.363184, 0.896784], [-1.586700, 0.967435, -0.128047], [1.463851, -2.554251, 2.102535], [1.179739, 1.015805, -1.456071], [1.670089, 2.345841, -0.639691], [-0.041163, -1.445621, 0.545024]],
  "atomic_forces_ev_per_a": [[1.9563, 2.6741, 0.2441], [-0.6494, -0.3197, 1.9397], [-0.8056, 0.5124, 1.5096], [1.1474, 1.0642, -1.1219], [0.0359, 0.3105, 0.4806], [-0.0350, -0.1228, 0.8191], [-0.2138, -1.1001, -1.9446], [-2.2011, -0.0274, 2.0863], [-0.3798, -0.9545, 0.2169], [0.7886, 0.3609, -1.9436], [0.3477, -0.8126, -2.5262], [-0.0023, -0.2604, 0.2575], [0.0109, -1.3246, -0.0176]],
  "largest_force_ev_per_a": 3.322,
  "gap_ev": [7.56, 7.60],
  "e_homo_ev": [-8.70, -8.64],
  "e_tot_ha": -647.661848,
  "relative_energy_kcal_mol": 99.4
}

Entry 9:
{
  "formula": "CH7N2",
  "method": "wB97M-V/def2-TZVPD",
  "elements": ["N", "H", "H", "H", "H", "C", "N", "H", "H", "H"],
  "xyz": [[-0.948030, 0.490238, 1.351410], [-1.272158, -0.362296, 1.793426], [-1.800373, 0.903676, 0.981852], [0.202256, 0.355399, 0.228022], [-0.602841, 1.111735, 2.074586], [0.811579, -0.922070, -1.342421], [0.877131, 0.139632, -0.624661], [0.766303, -0.815505, -2.417544], [0.964448, -1.875829, -0.847421], [1.001684, 0.975020, -1.197249]],
  "atomic_forces_ev_per_a": [[-0.0443, 0.1819, -0.5042], [0.2802, -0.1742, 0.1609], [0.0883, 0.2213, -0.0356], [0.3842, -0.8059, 1.2851], [-0.0697, -0.0179, 0.1560], [1.0319, 0.3257, 0.7074], [-0.9008, 0.6824, -1.6029], [0.5521, -0.3130, -0.1775], [-0.9929, -0.2383, -0.1010], [-0.3291, 0.1379, 0.1118]],
  "largest_force_ev_per_a": 1.961,
  "charge": 1,
  "gap_ev": 10.82,
  "e_homo_ev": -16.27,
  "e_tot_ha": -151.525695,
  "relative_energy_kcal_mol": 15.9
}

Entry 10:
{
  "formula": "CH7N2",
  "method": "wB97M-V/def2-TZVPD",
  "elements": ["N", "H", "H", "H", "H", "C", "N", "H", "H", "H"],
  "xyz": [[-0.136120, -1.708692, -0.467293], [0.817310, -1.479723, -0.675659], [-0.271684, -2.278929, 0.361875], [-0.506018, -0.483650, -0.145896], [-0.690052, -2.063453, -1.238887], [0.604500, 1.369969, 0.463894], [-0.442176, 0.744932, 0.106702], [0.705265, 2.156826, 1.223588], [1.579137, 1.177996, -0.032529], [-1.212889, 1.497446, 0.248273]],
  "atomic_forces_ev_per_a": [[-1.4593, 1.0205, 0.9131], [0.5620, -0.7606, -0.3331], [0.4288, -0.2577, -0.2138], [0.3704, -0.4766, -1.0453], [0.3873, -0.0963, -0.1455], [2.3463, -0.1008, -0.5253], [-1.8559, 3.8214, 0.7091], [-0.8733, 0.3374, -0.6791], [-0.3421, -0.8701, 0.8184], [0.4359, -2.6172, 0.5016]],
  "largest_force_ev_per_a": 4.307,
  "charge": 1,
  "gap_ev": 11.33,
  "e_homo_ev": -16.06,
  "e_tot_ha": -151.508764,
  "relative_energy_kcal_mol": 26.5
}